Density functional theory data (the ωB97M-V functional and the def2-TZVPD basis) for a cluster of 12 separate species, C64H100F4N8 in total in a non-equilibrium geometry.

Geometry (Å):
C 3.97927 2.96918 -0.39748
C 3.65108 3.26818 -1.74886
C 4.71623 4.00701 -2.24593
N 5.66214 4.11537 -1.29274
C 5.24478 3.42522 -0.18988
H 3.33831 2.55011 0.33530
H 2.84010 3.04839 -2.38197
H 4.83958 4.40303 -3.27313
H 6.56804 4.47658 -1.52867
H 5.83421 3.45393 0.64284
C 0.84086 4.58667 -4.44622
C 1.17980 5.01256 -3.16245
C 0.01671 5.22587 -2.49097
N -1.03703 4.81643 -3.23441
C -0.52112 4.40552 -4.41445
H 1.44755 4.20109 -5.26514
H 2.16821 5.28136 -2.85524
H -0.28830 5.46110 -1.51267
H -2.03951 4.73588 -2.99270
H -1.15318 4.05780 -5.17302
C -5.13595 -2.43820 3.37606
C -4.28865 -1.48124 4.00868
C -3.82165 -0.65991 3.02323
N -4.30638 -1.10789 1.85373
C -5.06769 -2.20409 2.04018
H -5.66275 -3.28910 3.87559
H -4.03474 -1.28647 5.06468
H -3.16408 0.16188 3.12025
H -3.99690 -0.71053 0.94950
H -5.53211 -2.76157 1.19747
C 0.97950 -1.13751 3.59924
C 0.36588 -2.21826 4.27734
C 0.77731 -2.12334 5.56798
N 1.73014 -1.13243 5.71680
C 1.88236 -0.52587 4.48471
H 0.82721 -0.80212 2.57978
H -0.24514 -2.98681 3.81259
H 0.31643 -2.65480 6.39243
H 2.21445 -0.98149 6.56751
H 2.43536 0.32797 4.15634
C 2.12333 -8.09452 0.65999
C 2.60083 -6.78043 0.12906
N 3.28250 -5.84633 1.04499
C 3.61142 -4.60089 0.29696
C 4.74057 -4.76653 -0.71128
C 2.58641 -5.51229 2.28803
C 1.19652 -5.01968 2.06310
H 1.53117 -7.99233 1.57271
H 2.97080 -8.75392 0.86897
H 1.48448 -8.55060 -0.06005
H 3.30334 -6.78444 -0.69214
H 1.72680 -6.32047 -0.31196
H 2.88041 -4.19998 -0.42504
H 3.96081 -3.88147 1.04319
H 4.92023 -3.76532 -1.18625
H 5.77879 -5.05796 -0.33279
H 4.58478 -5.50837 -1.46063
H 3.14629 -4.78902 2.83460
H 2.64319 -6.40351 2.92022
H 1.10607 -4.24622 1.27436
H 0.81979 -4.63414 3.00357
H 0.55525 -5.80268 1.68221
C -3.24359 3.75960 0.04540
C -3.93364 4.71625 -0.89881
N -3.93131 4.37616 -2.31131
C -4.29220 3.00397 -2.61694
C -4.10359 2.66395 -4.10556
C -4.89890 5.24652 -3.03428
C -4.76380 6.70866 -2.89170
H -3.78257 2.82327 0.03946
H -3.31539 4.09542 1.09995
H -2.18810 3.50719 -0.24231
H -5.00366 4.95335 -0.57516
H -3.39813 5.63836 -0.79799
H -3.62680 2.38091 -2.03031
H -5.28659 2.81278 -2.16424
H -3.12478 3.01926 -4.42699
H -4.08493 1.54720 -4.22443
H -4.82823 3.01877 -4.81513
H -5.96023 4.92958 -2.80782
H -4.83825 4.89198 -4.05451
H -4.91537 7.03265 -1.87628
H -5.52249 7.15515 -3.58212
H -3.82298 7.07669 -3.26211
C 1.52595 -1.88484 -1.64007
C 2.84329 -2.04093 -2.37020
N 2.95346 -1.34079 -3.63037
C 2.23675 -2.07110 -4.65400
C 1.86176 -1.14684 -5.83593
C 4.39617 -1.17989 -4.07108
C 5.06963 -0.15144 -3.23279
H 1.68924 -2.34512 -0.65228
H 0.74437 -2.50814 -2.08127
H 1.31084 -0.86726 -1.46638
H 3.64961 -1.75839 -1.69046
H 3.02160 -3.13471 -2.60265
H 2.80478 -2.93853 -5.05328
H 1.28560 -2.38016 -4.20674
H 1.84846 -1.69742 -6.76362
H 0.92397 -0.66544 -5.69050
H 2.56257 -0.36296 -5.96100
H 4.45404 -0.85500 -5.13376
H 5.04341 -2.10490 -3.97453
H 4.74052 0.86887 -3.40763
H 6.15924 -0.03685 -3.38945
H 5.00469 -0.24979 -2.15688
C 1.75793 3.21399 4.72189
C 0.78471 2.75806 3.63460
N -0.18042 3.83376 3.24769
C 0.38039 4.82280 2.30999
C -0.01943 6.29636 2.52973
C -1.49075 3.35074 2.84744
C -2.43392 3.38741 4.07666
H 2.34749 4.09872 4.47702
H 2.51548 2.40133 4.80634
H 1.22812 3.52618 5.65984
H 1.40504 2.49655 2.76892
H 0.16711 1.90904 3.98980
H 1.45091 4.84975 2.33493
H 0.07098 4.59926 1.30111
H 0.39951 6.68556 3.44363
H 0.37694 6.86490 1.65372
H -1.09617 6.39982 2.67911
H -1.37220 2.34073 2.34155
H -1.83263 4.08367 2.09433
H -2.56466 4.43720 4.35528
H -2.04984 2.88463 4.95879
H -3.39538 2.91659 3.90467
F 4.82128 0.85813 3.06402
C 5.49238 -0.17562 2.51159
C 5.61858 -0.18043 1.16767
C 6.24579 -1.30521 0.52070
C 6.75245 -2.32702 1.30031
C 6.56993 -2.30538 2.72481
C 5.96815 -1.17774 3.32047
H 5.32662 0.65390 0.51166
H 6.41613 -1.23939 -0.56319
H 7.34688 -3.15105 0.92522
H 7.01061 -3.09676 3.33419
H 5.79074 -1.03483 4.38542
F -2.86867 -7.28004 1.68307
C -2.33534 -6.13650 1.32842
C -2.54083 -5.02870 2.15058
C -2.04264 -3.79347 1.70595
C -1.44065 -3.68748 0.44390
C -1.18006 -4.82688 -0.32246
C -1.65445 -6.04985 0.09861
H -3.03440 -5.10407 3.08380
H -2.10687 -2.95117 2.35125
H -1.17260 -2.73901 0.04958
H -0.78879 -4.72619 -1.31581
H -1.52526 -7.00156 -0.46205
F -9.79902 -1.63354 -0.20278
C -8.56386 -1.61390 -0.70146
C -8.08453 -0.50092 -1.37098
C -6.80218 -0.40707 -1.87191
C -6.04027 -1.55807 -1.84827
C -6.50288 -2.72012 -1.21949
C -7.76845 -2.69907 -0.61112
H -8.85224 0.26284 -1.48873
H -6.48778 0.47531 -2.40460
H -5.07443 -1.55659 -2.41303
H -5.95841 -3.65178 -1.11991
H -8.07666 -3.58781 -0.01890
F -2.86278 -0.28931 -0.70006
C -1.67631 0.38542 -0.68362
C -0.90781 0.44087 0.45298
C 0.20698 1.24944 0.43268
C 0.53466 1.98362 -0.66792
C -0.25793 1.86420 -1.84468
C -1.38811 1.04227 -1.84030
H -1.18880 -0.10391 1.32638
H 0.77684 1.37060 1.32464
H 1.38064 2.71852 -0.64438
H 0.04745 2.37177 -2.74628
H -2.15090 1.12196 -2.61312

* total energy: -3335.9518 Eh
* 2S+1: 1
* structure (SMILES): c1cc[nH]c1.c1cc[nH]c1.c1cc[nH]c1.c1cc[nH]c1.CCN(CC)CC.CCN(CC)CC.CCN(CC)CC.CCN(CC)CC.Fc1ccccc1.Fc1ccccc1.Fc1ccccc1.Fc1ccccc1


Density functional theory data (the ωB97M-V functional and the def2-TZVPD basis) for a cluster of 8 separate species, C64H133F6N5O7 in total in a non-equilibrium geometry.

Geometry (Å):
C 15.33455 -19.57958 -27.51252
C 14.92913 -18.68540 -26.36356
C 15.72366 -18.91096 -25.08441
C 17.08819 -18.18811 -25.13564
N 18.05689 -18.62334 -23.97069
C 18.52187 -20.10035 -24.14238
C 19.94970 -20.22153 -23.52946
C 20.49152 -18.81243 -23.72775
C 19.42567 -17.91767 -24.20733
C 17.44011 -18.32370 -22.59133
C 16.92686 -16.88361 -22.54628
C 16.36133 -16.42955 -21.20064
H 16.19304 -19.11426 -27.99686
H 14.57940 -19.61154 -28.29790
H 15.58925 -20.58730 -27.18433
H 13.89045 -18.93454 -26.14637
H 14.96132 -17.63304 -26.64571
H 15.76644 -19.98280 -24.89095
H 15.13447 -18.43535 -24.30035
H 16.98263 -17.11110 -25.00522
H 17.64325 -18.40661 -26.04792
H 17.68405 -20.70182 -23.78970
H 18.54278 -20.12459 -25.23192
H 19.88561 -20.43540 -22.46256
H 20.58662 -20.99773 -23.95366
H 20.97620 -18.42645 -22.83098
H 21.30446 -18.82285 -24.45379
H 19.40608 -17.02317 -23.58476
H 19.58647 -17.72957 -25.26887
H 18.28413 -18.54036 -21.93652
H 16.78533 -19.18945 -22.49224
H 16.18150 -16.61282 -23.29408
H 17.75302 -16.21430 -22.78624
H 15.56325 -17.10338 -20.88901
H 15.87984 -15.45470 -21.27768
H 17.14212 -16.34936 -20.44430
C 18.42885 -13.59971 -14.64041
C 17.21625 -14.41610 -14.14113
C 16.85885 -14.31506 -12.60824
C 15.75787 -15.37989 -12.26569
N 15.18479 -15.43742 -10.77231
C 16.22644 -15.83232 -9.67271
C 15.48069 -16.80201 -8.84904
C 14.61966 -17.63732 -9.82435
C 14.07857 -16.51952 -10.68512
C 14.53538 -14.06388 -10.49369
C 13.35747 -13.63700 -11.35565
C 13.00429 -12.18704 -11.26294
H 18.12691 -12.55460 -14.70872
H 18.83678 -13.95267 -15.58757
H 19.18841 -13.72025 -13.86799
H 17.43218 -15.45702 -14.38189
H 16.33753 -14.15411 -14.73046
H 16.55445 -13.26873 -12.58325
H 17.69755 -14.50904 -11.93962
H 16.03860 -16.40331 -12.51453
H 14.86417 -15.25634 -12.87736
H 16.64174 -14.93904 -9.20615
H 17.02971 -16.27301 -10.26318
H 14.87126 -16.32958 -8.07865
H 16.12015 -17.46810 -8.26980
H 13.84194 -18.25716 -9.37821
H 15.21875 -18.29268 -10.45654
H 13.18030 -16.10579 -10.22681
H 13.88518 -16.83839 -11.70934
H 15.35720 -13.35478 -10.59316
H 14.37685 -14.09351 -9.41569
H 12.48897 -14.21058 -11.03191
H 13.57195 -13.88437 -12.39532
H 13.68640 -11.40429 -11.59482
H 12.83782 -11.87501 -10.23192
H 12.05042 -12.01181 -11.76046
C 21.47146 -15.15442 -15.86992
C 21.82295 -15.80365 -17.24222
C 21.53482 -17.28055 -17.27857
C 20.04882 -17.53853 -17.29398
N 19.56556 -18.96296 -16.94310
C 18.04161 -19.02018 -17.35219
C 17.69737 -20.43344 -17.62647
C 19.08958 -21.01197 -18.06138
C 20.12802 -19.94167 -17.99487
C 19.87553 -19.38999 -15.47746
C 19.40529 -18.35242 -14.41159
C 19.29814 -19.05001 -12.98509
H 22.12059 -15.47051 -15.05334
H 20.42132 -15.28478 -15.60852
H 21.61624 -14.07461 -15.90392
H 22.88540 -15.72488 -17.47264
H 21.22709 -15.26404 -17.97834
H 21.96653 -17.79409 -16.41950
H 22.09984 -17.70835 -18.10672
H 19.64635 -17.33378 -18.28605
H 19.50160 -16.89000 -16.60984
H 17.55804 -18.48474 -16.53514
H 17.81234 -18.43867 -18.24516
H 17.22749 -20.79126 -16.71035
H 16.94675 -20.58073 -18.40298
H 19.36680 -21.77759 -17.33677
H 19.01769 -21.41395 -19.07200
H 21.14585 -20.19743 -17.70038
H 20.18336 -19.36885 -18.92057
H 20.89084 -19.66456 -15.19136
H 19.22225 -20.24830 -15.32046
H 18.47244 -17.83286 -14.63059
H 20.16272 -17.56860 -14.40724
H 20.25884 -19.49449 -12.72515
H 18.64722 -19.92035 -13.06825
H 18.90975 -18.40573 -12.19631
C 13.07930 -11.27598 -16.60984
C 13.45498 -12.60981 -15.93960
C 12.77774 -13.90438 -16.55910
C 13.19526 -15.13265 -15.79652
N 12.82019 -16.54875 -16.43878
C 13.39115 -17.59817 -15.43681
C 14.70768 -18.08165 -16.04694
C 14.31897 -18.16989 -17.53867
C 13.53675 -16.82659 -17.74760
C 11.29880 -16.61251 -16.65095
C 10.72478 -17.97623 -17.01938
C 9.73582 -18.02837 -18.22827
H 12.01322 -11.05015 -16.58604
H 13.36534 -11.43055 -17.65022
H 13.60377 -10.38323 -16.26920
H 13.45504 -12.54714 -14.85140
H 14.50264 -12.74433 -16.20874
H 13.02474 -14.00542 -17.61592
H 11.70581 -13.80871 -16.38617
H 12.75867 -15.19639 -14.79981
H 14.27516 -15.26836 -15.73741
H 12.72007 -18.43584 -15.24684
H 13.39990 -17.14293 -14.44646
H 14.83712 -19.08967 -15.65294
H 15.54591 -17.46911 -15.71485
H 13.62762 -18.99193 -17.72416
H 15.20026 -18.20036 -18.17936
H 12.80817 -16.79280 -18.55762
H 14.30779 -16.08274 -17.94833
H 11.01218 -15.87682 -17.40241
H 10.69804 -16.34665 -15.78117
H 10.25856 -18.39008 -16.12525
H 11.50493 -18.71847 -17.18831
H 9.46750 -19.06803 -18.41595
H 10.26490 -17.71775 -19.12921
H 8.83753 -17.41586 -18.15091
C 22.35305 -12.02222 -13.87807
C 22.02854 -10.81660 -14.80434
C 21.26380 -11.24667 -16.13051
C 21.15771 -10.18191 -17.23944
N 20.32732 -10.60103 -18.49059
C 20.46478 -9.35236 -19.48490
C 21.89396 -9.51351 -20.20982
C 21.95635 -11.02505 -20.38332
C 21.03824 -11.70307 -19.31220
C 18.87483 -11.06984 -18.27625
C 18.03423 -10.04013 -17.52097
C 16.61144 -10.58785 -17.15857
H 21.40391 -12.44598 -13.54993
H 22.99927 -11.72748 -13.05126
H 22.86417 -12.78818 -14.46131
H 22.95897 -10.30872 -15.05824
H 21.40602 -10.01902 -14.39882
H 20.26420 -11.64233 -15.95061
H 21.76313 -12.03570 -16.69285
H 22.20859 -10.10905 -17.51953
H 20.72623 -9.21557 -16.97847
H 19.59864 -9.38828 -20.14567
H 20.42305 -8.41586 -18.92872
H 21.98851 -8.91575 -21.11636
H 22.74772 -9.24560 -19.58740
H 21.56870 -11.26856 -21.37253
H 22.96622 -11.43520 -20.37792
H 20.26792 -12.36453 -19.70864
H 21.64573 -12.37620 -18.70725
H 18.99502 -12.02275 -17.76086
H 18.50187 -11.25233 -19.28407
H 17.96810 -9.11242 -18.08937
H 18.60592 -9.70268 -16.65645
H 15.93388 -9.92705 -16.61788
H 16.73148 -11.55232 -16.66510
H 16.06159 -10.89381 -18.04859
C 23.69293 -16.49599 -21.15107
O 22.43271 -16.19115 -20.65457
O 23.64232 -17.47690 -22.17922
C 24.50656 -15.12071 -21.28486
F 24.22881 -14.34342 -22.28128
F 24.32742 -14.33735 -20.21659
F 25.77846 -15.49325 -21.46142
C 21.50418 -15.41981 -21.47642
C 20.15963 -15.32282 -20.72322
H 19.42608 -14.82800 -21.35976
H 19.66693 -16.27263 -20.51535
H 20.27393 -14.80227 -19.77240
H 21.31382 -15.82314 -22.47099
H 21.87825 -14.40923 -21.64042
H 24.02480 -17.09675 -20.30428
C 12.30140 -12.77378 -20.49862
O 13.47963 -12.39298 -21.18670
O 11.29932 -11.82369 -20.82309
C 11.94461 -14.29784 -20.72625
F 11.45269 -14.73984 -21.91228
F 13.00989 -15.00086 -20.39217
F 11.13455 -14.64048 -19.76684
C 14.68774 -12.38784 -20.40566
C 15.80654 -12.02604 -21.34462
H 16.75801 -11.92753 -20.82203
H 16.00321 -12.87118 -22.00427
H 15.54039 -11.12374 -21.89518
H 15.02026 -13.34229 -19.99754
H 14.81039 -11.60460 -19.65759
H 12.42252 -12.64512 -19.42304
O 15.95409 -14.06131 -17.51416
C 16.97571 -14.83345 -17.98127
O 17.51934 -14.39633 -18.95837
O 17.23544 -15.87821 -17.42542
H 16.17981 -13.48713 -18.24966

* total energy: -3917.1332 Eh
* 2S+1: 1
* net charge: +2